No. 1
Entry from the OMol25 dataset: C34H50AsCl2FN4SScSi3 as an isolated structure (ωB97M-V/def2-TZVPD).

Properties
Net charge: +1
HOMO energy: -8.82 eV
Total energy: -6828.106258 Eh
Strongest force on any atom: 0.0121 hartree/bohr

XYZ file:
```
97
Properties=species:S:1:pos:R:3:mulliken_charge:R:1
As -3.7355 1.0660 -0.1944 0.36
Sc -0.0132 -0.3120 0.0129 -0.75
Cl -2.1342 0.4673 -6.0840 -0.22
Cl 0.2560 -2.1959 -1.9106 0.02
S -2.0637 0.2107 -1.3254 0.04
Si -3.5688 1.6857 2.1191 0.84
Si -5.4868 -0.4847 -0.7869 0.32
Si -3.9734 3.0705 -1.4854 0.28
F -1.0021 0.1603 1.5348 -0.73
N 2.0433 -1.5540 0.6273 1.14
N 1.2960 0.8921 -1.7357 0.78
N -0.5473 -2.3816 0.9425 0.94
N 1.4238 1.0835 1.1662 1.72
C -5.2102 2.5777 2.2997 -1.09
C -2.1909 2.8615 2.5483 -0.89
C 2.3328 -1.0043 1.9718 -1.37
C -3.5466 0.1752 3.2077 -0.90
C -1.8221 -2.6197 1.2658 -0.09
C 2.9528 0.2072 -3.3162 -1.04
C -0.1415 -1.3279 -6.3584 -0.79
C 2.1777 0.6608 -4.3730 -0.70
C -0.9626 -0.9572 -4.0648 -0.42
C 1.8242 3.1924 2.1921 -0.80
C -2.2188 -3.7628 1.9297 -0.70
C 0.8033 -2.2485 -5.9086 -0.59
C 2.8379 1.2123 3.0711 -1.15
C -0.0065 -1.8499 -3.7490 0.82
C 2.2038 0.4941 2.0679 0.54
C 0.3823 -3.2754 1.2766 1.04
C 2.5042 0.3552 -2.0157 0.66
C -4.9312 -1.2635 -2.3710 -0.93
C 3.4262 -0.0192 -0.8767 -1.05
C -0.9788 -0.7308 -5.4280 0.34
C -7.0537 0.5021 -0.9835 -1.04
C 0.8930 -2.5288 -4.5519 -0.92
C 1.7789 -2.9983 0.7940 -1.71
C 0.0715 -4.4386 1.9644 -1.14
C -5.5589 3.9882 -1.1472 -1.06
C -1.2501 -4.6879 2.2906 -0.65
C 0.5796 1.3626 -2.7687 -0.71
C -2.4804 4.0877 -1.0036 -0.63
C 0.9805 1.2848 -4.0899 -0.73
C -5.6658 -1.7261 0.5919 -0.80
C -3.8891 2.5175 -3.2598 -0.63
C 2.6374 2.5800 3.1365 -0.62
C 3.2146 -1.4076 -0.2770 -1.09
C 1.2390 2.4040 1.2224 -0.75
H -1.5206 -5.5887 2.8242 0.43
H -5.9125 -1.2545 1.5432 0.24
H -2.6694 4.6771 -0.1050 0.38
H -4.4482 1.5987 -3.4331 0.11
H 3.9197 -0.2433 -3.4967 0.46
H -5.5910 -2.1042 -2.6011 0.49
H 0.8544 -5.1360 2.2288 0.53
H -4.9794 -0.5639 -3.2061 0.25
H 3.0802 -2.1200 -1.0913 0.64
H 0.3359 1.6597 -4.8716 0.64
H -1.6240 3.4336 -0.8207 -0.34
H 1.8930 -3.4792 -0.1790 0.54
H -6.4352 3.3903 -1.3882 0.27
H -1.9521 3.5552 1.7439 0.17
H -2.8655 2.3160 -3.5729 0.04
H -0.2214 -1.0922 -7.4112 0.43
H -5.6527 4.3283 -0.1178 0.30
H -4.7601 -2.3239 0.7128 0.01
H -5.4896 2.6248 3.3543 0.42
H -3.8508 0.4712 4.2146 0.53
H -6.9822 1.1803 -1.8332 0.27
H 1.6214 -3.2281 -4.1645 0.44
H -3.2613 -3.9173 2.1672 0.53
H -6.0235 2.0814 1.7673 0.20
H -3.9018 -1.6243 -2.3311 0.23
H 3.4788 0.7060 3.7798 0.55
H 0.6124 2.8306 0.4474 0.34
H 3.1180 3.1653 3.9084 0.43
H 2.5059 0.5288 -5.3945 0.42
H 1.4621 -2.7421 -6.6105 0.41
H 1.6180 -1.4437 2.6750 0.51
H 4.1137 -1.7035 0.2788 0.35
H -0.3745 1.8061 -2.5174 0.51
H -2.5243 3.4502 3.4067 0.50
H -2.5291 -1.8521 0.9735 0.04
H 4.4441 -0.0035 -1.2699 0.69
H 3.3344 -1.3132 2.2975 0.56
H -4.2367 -0.5969 2.8674 0.15
H 1.6509 4.2582 2.2022 0.52
H -1.2901 2.3150 2.8141 0.08
H -7.8830 -0.1810 -1.1802 0.43
H -7.3045 1.0833 -0.0957 0.30
H -4.3077 3.2934 -3.9046 0.47
H -2.5455 -0.2495 3.2585 0.04
H -2.2114 4.7753 -1.8077 0.50
H 2.5136 -3.4510 1.4710 0.49
H -6.4792 -2.4107 0.3404 0.49
H 3.3863 0.7502 -0.1095 0.24
H -5.1456 3.6017 1.9311 0.25
H -5.5742 4.8686 -1.7941 0.38
```



No. 2
Entry from the OMol25 dataset: a 5-piece molecular cluster, C34H50F2N9O6S overall at a distorted geometry (ωB97M-V/def2-TZVPD).

Properties
Net charge: +1
HOMO energy: -11.92 eV
Total energy: -2867.109126 Eh
Strongest force on any atom: 0.1520 hartree/bohr

XYZ file:
```
102
Properties=species:S:1:pos:R:3:mulliken_charge:R:1
S -0.8084 4.3178 2.3592 1.23
F -2.3370 4.7126 2.9010 -0.21
F 3.4138 5.0633 -0.9658 -0.27
O -4.6151 3.2860 0.5051 -0.45
O 0.0983 -0.4538 -6.0052 -0.56
O 1.4972 6.0672 -0.2525 -0.44
O -0.0391 5.5929 2.2027 -0.52
O -3.6687 2.0519 2.2037 -0.52
O -0.1276 3.5197 3.4593 -0.55
N 0.5736 2.1030 -1.1058 0.61
N 1.8259 -0.0375 -0.1101 -0.33
N 4.1657 -1.6471 0.3572 -0.49
N 4.0631 1.8663 2.0650 -0.54
N -0.7950 -3.5253 -3.1389 -0.48
N -4.6647 -1.4853 -1.7191 -0.39
N 3.9804 0.8599 -0.7019 -0.57
N -7.4449 0.0475 2.7039 -0.48
N 2.8493 -0.5019 -2.3501 -0.25
C 1.8594 1.8315 -1.8563 -1.45
C -0.8003 3.2299 0.8689 0.17
C 7.6043 0.6880 2.8900 -1.02
C 0.5288 2.9763 0.0627 -0.02
C -3.5220 2.6001 1.0880 0.10
C -0.6161 1.4034 -1.5894 -0.05
C -3.3463 0.8444 -1.4150 0.11
C -6.0289 1.0304 5.7473 -0.55
C 0.4781 0.7700 -5.2862 -0.36
C 4.6829 -2.3207 -0.4222 0.24
C 4.5987 -4.5040 -1.6130 -0.37
C -4.4995 1.6679 -2.1174 -0.34
C -5.7130 -0.8026 -2.3939 -0.27
C 7.1761 1.9365 3.6514 -0.44
C -1.2276 -4.0907 -2.2335 0.26
C -2.6215 -6.0191 -1.5052 -0.50
C -6.8958 0.7522 3.4306 0.28
C -5.6606 0.7278 -2.5773 -0.45
C -7.3510 0.7739 6.4601 -1.19
C 4.7874 1.8846 2.9592 0.12
C -3.8645 -5.6447 -2.3031 -1.10
C -3.5897 -0.6731 -1.2834 -0.15
C -0.6896 1.2085 -4.2700 -0.63
C 1.8567 3.7127 0.6279 -0.54
C 4.5753 -5.3802 -0.3667 -1.18
C -6.2040 1.6505 4.3600 0.05
C -1.7903 -4.8062 -1.0838 -0.26
C 2.1967 5.0510 -0.1875 0.59
C 5.7125 1.8975 4.0953 -0.48
C -2.0776 2.4942 0.3674 0.79
C 2.6294 0.5065 -1.2745 0.82
C 5.3438 -3.1837 -1.4060 -0.47
C -2.0171 1.5778 -0.8826 0.23
C -0.5992 0.4076 -2.8434 0.25
H 3.8776 1.2225 0.2669 0.13
H -2.4022 -4.1242 -0.4857 0.21
H 3.5708 -4.3098 -1.9368 0.24
H 5.0880 -5.0579 -2.4200 0.34
H -7.9649 0.0503 5.9177 0.33
H -5.4666 2.9790 0.9187 0.39
H 1.4901 0.5895 -4.7880 0.22
H 1.8508 3.8334 1.7611 0.82
H -6.7512 2.5947 4.4402 0.32
H -0.7091 2.3440 -4.1430 0.37
H 5.5366 1.0216 4.7265 0.28
H 4.0685 -6.3240 -0.5802 0.35
H 0.3943 -0.1673 -2.8881 -0.36
H 5.5051 2.7782 4.7112 0.30
H 8.6643 0.7496 2.6329 0.33
H -1.6865 0.9075 -4.7698 0.35
H -7.1678 0.3698 7.4586 0.34
H -6.5579 1.2228 -3.1015 0.33
H -5.4716 0.0912 5.6723 0.31
H 2.7196 2.9765 0.3934 -0.31
H 2.6237 2.6904 -1.7144 0.50
H 7.4534 -0.2106 3.4942 0.31
H 4.5556 -0.0074 -0.5748 0.30
H -6.6171 -1.3817 -2.8020 0.33
H 1.6911 1.7707 -2.9918 -0.11
H -2.7466 -1.2426 -0.7335 0.31
H -7.9239 1.6988 6.5683 0.31
H 2.4522 -0.4963 0.5696 0.34
H -2.0090 -6.7092 -2.0942 0.29
H 7.8074 2.0375 4.5395 0.32
H -3.6036 -5.1565 -3.2458 0.33
H 3.8339 -0.7790 -2.4437 0.27
H 7.3575 2.8184 3.0290 0.31
H 2.2965 -1.3469 -2.1497 0.24
H -2.9335 -6.5582 -0.6052 0.33
H 4.0403 -4.8954 0.4543 0.34
H -0.9714 -5.1436 -0.4406 0.34
H 6.3735 -3.3806 -1.0939 0.38
H -1.4290 -0.3748 -2.8241 0.37
H 5.5896 -5.6085 -0.0291 0.31
H 7.0436 0.5746 1.9582 0.23
H -5.2168 1.8900 3.9523 -0.01
H 0.6328 -1.1873 -5.6184 0.34
H 1.1226 -0.7183 -0.4608 0.16
H 0.5583 1.5947 -6.0863 0.28
H 5.3989 -2.6540 -2.3628 0.26
H -4.4728 2.7932 -2.2713 0.42
H -5.4282 1.7100 6.3601 0.34
H -4.5080 -4.9696 -1.7325 0.28
H -4.4412 -6.5410 -2.5431 0.34
```